A structure of composition C28H41DyN10S, computed with ωB97M-V with the def2-TZVPD basis set.

As for the lowest unoccupied orbital energy (spin up / spin down): -5.8 / -5.8 eV. The calculation puts the molecular weight at 712.27 g/mol. Its net charge is +2. Its orbital gap (spin up / spin down) is 7.78 / 7.82 eV. As for the HOMO energy (spin up / spin down): -13.585 / -13.585 eV. The multiplicity is 6.

Last column: Mulliken charge in e.
Element x y z (Å)
Dy -0.4940 0.6663 0.0145  0.743
C 4.8950 -1.7076 0.0896  -0.673
C 5.0292 -0.6417 -0.7937  -0.556
C 4.0415 0.3254 -0.8842  -0.486
C 2.9142 0.2048 -0.0837  0.328
C 2.7605 -0.8606 0.7903  -0.018
C 3.7623 -1.8169 0.8845  -0.734
N 1.8517 1.1767 -0.1146  0.586
N 2.1887 2.3297 -0.4456  -0.664
C 1.1623 3.3229 -0.4570  -0.141
C 1.6573 4.6132 -0.6109  -0.365
C 0.7777 5.6853 -0.5439  -0.660
C -0.5683 5.4426 -0.3197  -0.740
C -1.0421 4.1338 -0.1925  0.026
C -0.2012 3.0238 -0.2765  0.106
H 5.6786 -2.4490 0.1629  0.458
H 5.9141 -0.5590 -1.4096  0.426
H 4.1391 1.1634 -1.5589  0.507
H 1.8866 -0.9237 1.4340  0.374
H 3.6658 -2.6335 1.5869  0.453
H 2.7184 4.7598 -0.7600  0.499
H 1.1429 6.6967 -0.6513  0.419
H -1.2567 6.2740 -0.2401  0.453
H -2.1064 4.0043 -0.0059  0.625
N -0.6340 0.4226 2.3249  -0.534
C -0.6763 0.5094 3.4866  0.350
N -0.7418 0.6003 4.7652  0.153
C -2.0706 0.7649 5.4315  -0.604
C -1.8447 0.8422 6.9293  -0.814
C -1.1150 -0.3902 7.4639  -0.552
C 0.1104 -0.7680 6.6027  -0.526
C 0.4530 0.3238 5.6070  -0.719
H -2.6935 -0.0932 5.1711  0.393
H -2.5360 1.6715 5.0462  0.433
H -2.8182 0.9464 7.4087  0.388
H -1.2917 1.7545 7.1622  0.311
H -1.8069 -1.2326 7.4956  0.296
H -0.8141 -0.2023 8.4933  0.310
H -0.0805 -1.6906 6.0513  0.267
H 0.9867 -0.9524 7.2238  0.348
H 1.2675 0.0421 4.9414  0.432
H 0.7312 1.2554 6.1003  0.292
C -3.3598 -0.4480 -5.5186  -1.299
C -3.8355 0.8224 -4.8402  0.022
N -3.9352 0.6169 -3.3886  -0.191
C -3.2216 1.1684 -2.4127  0.691
S -3.0628 0.2438 -0.9362  -0.422
N -2.6967 2.3831 -2.5083  0.364
C -3.0332 3.4847 -3.4201  -0.738
C -1.8769 3.8688 -4.3226  -1.017
H -3.2864 -0.2859 -6.5926  0.367
H -4.0562 -1.2709 -5.3560  0.406
H -2.3784 -0.7449 -5.1476  0.272
H -4.8147 1.1202 -5.2172  0.314
H -3.1444 1.6371 -5.0327  -0.016
H -4.3612 -0.2580 -3.1150  0.287
H -2.1124 2.6526 -1.7278  -0.339
H -3.3052 4.3264 -2.7803  0.390
H -3.9313 3.2173 -3.9726  0.463
H -1.0261 4.2124 -3.7326  0.318
H -2.1765 4.6794 -4.9848  0.355
H -1.5422 3.0320 -4.9359  0.290
C 2.0255 -5.3631 0.2215  -1.313
C 1.8356 -5.3553 -1.2894  0.944
C 2.9341 -4.5668 -1.9947  -1.352
C 0.4442 -4.8769 -1.6850  -1.213
N 0.2230 -3.4497 -1.3709  0.660
C 0.5131 -2.3667 -2.0943  -0.284
N 0.1684 -1.3101 -1.3960  -0.078
N -0.3229 -1.7854 -0.2367  0.391
N -0.2918 -3.0631 -0.2070  -0.924
H 3.0048 -5.7663 0.4759  0.427
H 1.2733 -5.9713 0.7235  0.402
H 1.9696 -4.3510 0.6292  0.112
H 1.8688 -6.3885 -1.6499  0.275
H 3.0089 -3.5478 -1.6043  0.168
H 2.7798 -4.5198 -3.0745  0.354
H 3.9025 -5.0372 -1.8297  0.428
H -0.3431 -5.4133 -1.1583  0.385
H 0.2759 -4.9759 -2.7573  0.441
H 0.9440 -2.3843 -3.0796  0.474